1.
A 7-piece molecular cluster, C14H28Cl14 overall in a non-equilibrium geometry, computed with the ωB97M-V functional and the def2-TZVPD basis.

## Properties
Multiplicity   1
Structure (SMILES)   ClCCCl.ClCCCl.ClCCCl.ClCCCl.ClCCCl.ClCCCl.ClCCCl

Element x y z (Å)
Cl  -3.28  -3.31  -3.28
C  -3.33  -4.59  -2.05
C  -3.08  -4.06  -0.66
Cl  -1.50  -3.24  -0.43
H  -2.60  -5.37  -2.31
H  -4.29  -5.10  -2.13
H  -3.05  -4.91  0.01
H  -3.90  -3.45  -0.31
Cl  -1.88  3.09  -0.66
C  -3.35  4.03  -0.23
C  -3.67  4.98  -1.39
Cl  -4.96  6.09  -0.80
H  -3.15  4.59  0.67
H  -4.11  3.28  -0.10
H  -3.99  4.44  -2.27
H  -2.84  5.64  -1.60
Cl  1.99  1.34  -1.40
C  1.22  0.88  0.16
C  0.65  -0.51  0.13
Cl  1.79  -1.74  -0.45
H  0.42  1.60  0.31
H  1.99  1.01  0.92
H  -0.25  -0.61  -0.47
H  0.36  -0.86  1.12
Cl  4.84  5.08  -0.36
C  3.29  4.43  -0.98
C  2.23  5.47  -1.20
Cl  2.68  6.56  -2.55
H  3.00  3.67  -0.26
H  3.54  3.87  -1.88
H  2.11  6.10  -0.32
H  1.29  5.00  -1.46
Cl  -3.60  -4.90  3.55
C  -2.15  -3.87  3.30
C  -0.92  -4.66  2.92
Cl  0.33  -3.45  2.48
H  -1.93  -3.35  4.23
H  -2.41  -3.14  2.55
H  -1.13  -5.26  2.03
H  -0.50  -5.25  3.73
Cl  4.43  2.36  1.95
C  4.26  3.74  3.08
C  2.84  3.89  3.62
Cl  1.66  4.20  2.31
H  4.44  4.68  2.55
H  5.01  3.58  3.84
H  2.77  4.66  4.37
H  2.49  2.97  4.09
Cl  -0.54  -6.52  -3.60
C  0.11  -4.87  -3.43
C  1.36  -4.84  -2.57
Cl  2.82  -5.40  -3.44
H  -0.62  -4.20  -2.97
H  0.35  -4.51  -4.42
H  1.21  -5.46  -1.69
H  1.55  -3.82  -2.25

---

2.
C24H34N4O5S in the gas phase in a non-equilibrium geometry, computed with the ωB97M-V functional and the def2-TZVPD basis.

## Properties
Multiplicity   1
Structure (SMILES)   COCCN(C(=O)CCC(=O)Nc1nccs1)[C@H](C(=O)NCCC(C)C)c1ccc(OC)cc1

Element x y z (Å)
C  0.98  3.24  2.78
H  1.08  3.38  1.70
O  -0.04  2.32  3.08
C  -1.30  2.73  2.60
H  -1.66  3.59  3.19
H  -1.22  3.03  1.55
C  -2.28  1.56  2.74
N  -2.12  0.54  1.73
C  -2.77  0.56  0.54
O  -2.65  -0.36  -0.26
C  -3.71  1.72  0.25
H  -4.65  1.55  0.76
C  -3.96  1.83  -1.26
C  -2.69  2.25  -1.98
O  -2.42  3.40  -2.26
N  -1.87  1.21  -2.31
C  -0.66  1.41  -2.91
N  0.15  0.46  -3.23
C  1.25  0.95  -3.84
C  1.29  2.30  -3.99
S  -0.14  3.02  -3.33
H  2.05  2.90  -4.45
H  2.00  0.25  -4.18
H  -2.06  0.29  -1.92
H  -4.31  0.87  -1.65
H  -4.72  2.60  -1.45
H  -3.27  2.66  0.60
C  -0.86  -0.20  1.78
C  -1.02  -1.67  1.43
C  -1.68  -2.50  2.32
C  -1.85  -3.85  2.07
C  -1.34  -4.39  0.89
C  -0.68  -3.56  -0.01
C  -0.53  -2.22  0.25
H  -0.04  -1.59  -0.48
H  -0.30  -3.99  -0.92
O  -1.43  -5.70  0.54
C  -2.12  -6.59  1.39
H  -3.17  -6.29  1.51
H  -2.08  -7.56  0.90
H  -1.64  -6.66  2.37
H  -2.37  -4.46  2.78
H  -2.09  -2.08  3.24
C  0.14  0.52  0.87
O  -0.19  1.41  0.10
N  1.41  0.12  1.05
H  1.58  -0.68  1.64
C  2.53  0.62  0.28
C  3.00  -0.38  -0.77
H  2.28  -0.40  -1.59
C  4.39  -0.07  -1.32
C  4.46  1.33  -1.94
H  5.42  1.48  -2.41
H  4.32  2.10  -1.19
H  3.68  1.44  -2.70
C  4.79  -1.12  -2.35
H  4.10  -1.10  -3.20
H  4.76  -2.12  -1.91
H  5.79  -0.94  -2.72
H  5.11  -0.11  -0.49
H  3.02  -1.38  -0.32
H  2.19  1.54  -0.20
H  3.35  0.85  0.97
H  -0.50  -0.12  2.81
H  -2.11  1.09  3.72
H  -3.31  1.93  2.72
H  0.79  4.21  3.26
H  1.91  2.81  3.18

---

3.
A 2-piece molecular cluster, C3H3BrO overall in a non-equilibrium geometry, computed with the ωB97M-V functional and the def2-TZVPD basis.

## Properties
Multiplicity   1

Element x y z (Å)
C  -0.08  1.17  -0.78
C  0.06  0.01  -0.11
C  1.00  -0.94  -0.24
O  1.60  -1.88  -0.40
Br  -1.86  -1.18  2.49
H  -0.80  1.81  -0.39
H  0.65  1.26  -1.52
H  -0.56  -0.25  0.95

---

4.
C2H2FN3S as an isolated structure in a non-equilibrium geometry, computed with the ωB97M-V functional and the def2-TZVPD basis.

## Properties
Multiplicity   1

Element x y z (Å)
C  -0.29  -0.17  0.13
C  0.37  -0.44  -1.29
N  0.33  1.04  0.41
N  1.13  0.52  -1.56
N  1.11  1.39  -0.49
F  0.11  -1.52  -1.98
S  -0.72  -1.00  2.20
H  -1.37  -0.12  0.00
H  -0.66  0.29  2.57

---

5.
C62H73N3O6PS2Sr as an isolated structure, computed with the ωB97M-V functional and the def2-TZVPD basis.

## Properties
Charge   -1
Multiplicity   1

Element x y z (Å)
Sr  0.25  0.37  -1.54
C  0.52  3.37  6.22
C  0.33  4.19  4.93
C  1.64  4.91  4.63
C  -0.76  5.24  5.16
C  -0.08  3.26  3.80
C  0.65  3.09  2.68
C  0.18  2.24  1.60
N  0.75  2.08  0.45
C  2.00  2.49  0.07
C  3.10  2.49  0.93
C  4.35  2.86  0.50
C  4.46  3.30  -0.83
C  3.42  3.31  -1.73
C  2.13  2.81  -1.33
O  1.15  2.70  -2.13
C  3.59  3.85  -3.16
C  3.37  2.73  -4.19
C  2.57  4.97  -3.40
C  4.99  4.43  -3.40
C  5.56  2.69  1.42
C  5.29  3.37  2.78
C  6.83  3.31  0.84
C  5.81  1.20  1.65
C  -1.16  1.58  1.71
O  -1.62  0.93  0.77
C  -1.89  1.74  3.00
C  -1.33  2.54  3.94
C  -3.21  1.02  3.21
C  -4.23  1.45  2.14
C  -2.97  -0.49  3.13
C  -3.82  1.33  4.58
H  0.80  4.02  7.05
H  1.31  2.62  6.08
H  -0.39  2.84  6.50
H  1.89  5.59  5.45
H  1.58  5.51  3.72
H  2.47  4.21  4.52
H  -0.45  5.94  5.94
H  -1.70  4.79  5.48
H  -0.95  5.81  4.25
H  1.57  3.64  2.52
H  2.96  2.09  1.93
H  5.43  3.65  -1.17
H  2.41  2.23  -4.04
H  4.15  1.97  -4.10
H  3.41  3.15  -5.20
H  1.55  4.61  -3.31
H  2.72  5.39  -4.40
H  2.72  5.78  -2.68
H  5.77  3.67  -3.30
H  5.21  5.25  -2.71
H  5.04  4.82  -4.42
H  5.06  4.43  2.64
H  6.15  3.28  3.44
H  4.44  2.91  3.28
H  6.70  4.38  0.64
H  7.12  2.83  -0.10
H  7.65  3.19  1.54
H  4.93  0.72  2.09
H  6.66  1.04  2.33
H  6.02  0.69  0.71
H  -1.86  2.68  4.87
H  -3.89  1.19  1.14
H  -4.39  2.53  2.18
H  -5.18  0.96  2.32
H  -2.53  -0.78  2.18
H  -3.92  -1.03  3.25
H  -2.30  -0.81  3.93
H  -4.09  2.39  4.68
H  -3.14  1.07  5.40
H  -4.72  0.74  4.70
O  -1.11  -3.25  -3.85
C  -1.13  -2.05  -3.57
O  -0.93  -1.50  -2.45
C  -1.50  -1.02  -4.68
P  -1.98  0.54  -3.86
C  -2.53  1.63  -5.22
C  -3.72  1.46  -5.93
C  -4.06  2.33  -6.95
C  -3.22  3.38  -7.28
C  -2.04  3.56  -6.58
C  -1.70  2.70  -5.55
C  -3.58  0.12  -3.07
C  -4.23  1.13  -2.36
C  -5.42  0.87  -1.70
C  -5.97  -0.40  -1.72
C  -5.32  -1.41  -2.41
C  -4.14  -1.15  -3.08
H  -2.26  -1.42  -5.35
H  -0.60  -0.82  -5.27
H  -4.39  0.64  -5.67
H  -4.99  2.18  -7.49
H  -3.49  4.06  -8.08
H  -1.38  4.39  -6.83
H  -0.78  2.85  -4.99
H  -3.80  2.13  -2.32
H  -5.91  1.67  -1.15
H  -6.89  -0.60  -1.18
H  -5.73  -2.42  -2.42
H  -3.64  -1.97  -3.59
S  -2.47  -2.09  -0.10
C  -1.54  -3.38  0.27
N  -1.71  -4.64  -0.21
C  -1.03  -5.76  0.40
C  -0.88  -5.47  1.88
N  -0.09  -4.25  2.01
C  1.04  -4.28  2.93
C  2.14  -5.20  2.45
C  2.44  -6.36  3.14
C  3.43  -7.23  2.67
C  4.11  -6.93  1.51
C  3.82  -5.76  0.81
C  2.84  -4.90  1.27
C  -0.30  -3.22  1.16
S  0.70  -1.95  0.92
C  -2.65  -4.93  -1.29
C  -3.91  -5.59  -0.79
C  -4.32  -6.81  -1.31
C  -5.48  -7.43  -0.86
C  -6.24  -6.83  0.14
C  -5.83  -5.61  0.67
C  -4.68  -4.99  0.21
H  -0.04  -5.92  -0.06
H  -1.63  -6.65  0.24
H  -0.34  -6.27  2.38
H  -1.86  -5.35  2.34
H  0.68  -4.61  3.90
H  1.40  -3.25  3.02
H  1.90  -6.59  4.05
H  3.65  -8.13  3.22
H  4.88  -7.60  1.14
H  4.35  -5.52  -0.10
H  2.61  -3.99  0.74
H  -2.14  -5.58  -2.01
H  -2.86  -3.99  -1.79
H  -3.73  -7.28  -2.09
H  -5.79  -8.38  -1.27
H  -7.14  -7.30  0.50
H  -6.42  -5.13  1.44
H  -4.36  -4.04  0.61
C  4.32  -0.66  -2.63
C  2.85  -0.43  -2.30
O  2.04  -0.19  -3.22
O  2.53  -0.44  -1.08
H  4.44  -0.96  -3.67
H  4.75  -1.40  -1.96
H  4.85  0.28  -2.47

---

6.
CH3I2P as an isolated structure in a non-equilibrium geometry, computed with the ωB97M-V functional and the def2-TZVPD basis.

## Properties
Multiplicity   1

Element x y z (Å)
C  0.34  -0.55  0.15
P  -2.81  -2.99  0.42
I  -1.26  -1.56  1.60
I  -4.64  -1.39  0.46
H  -0.18  0.43  0.08
H  -0.10  -1.19  -0.64
H  1.39  -0.70  0.53

---

7.
C6H14O in the gas phase, computed with the ωB97M-V functional and the def2-TZVPD basis.

## Properties
Multiplicity   1
Structure (SMILES)   CCCCCOC

Element x y z (Å)
C  -3.06  0.57  -0.06
C  -1.85  -0.24  0.41
C  -0.71  -0.33  -0.61
C  0.47  -1.07  0.03
C  1.90  -0.86  -0.51
O  2.65  -0.23  0.53
C  2.65  1.18  0.52
H  -3.85  0.56  0.71
H  -3.49  0.16  -0.98
H  -2.80  1.61  -0.25
H  -1.46  0.20  1.33
H  -2.17  -1.26  0.67
H  -1.06  -0.82  -1.52
H  -0.40  0.69  -0.90
H  0.23  -2.14  0.13
H  0.64  -0.68  1.04
H  2.40  -1.80  -0.72
H  1.92  -0.26  -1.44
H  3.39  1.55  -0.20
H  2.93  1.54  1.52
H  1.67  1.62  0.28

---

8.
C39H47BF9N4PSbSr as an isolated structure, computed with the ωB97M-V functional and the def2-TZVPD basis.

## Properties
Charge   +1
Multiplicity   1

Element x y z (Å)
Sr  -0.85  1.25  0.00
B  -2.60  4.56  0.34
N  -3.45  3.25  0.12
C  -4.77  3.18  0.36
C  -5.29  2.07  -0.28
C  -4.19  1.51  -0.92
N  -3.08  2.22  -0.68
N  -1.21  4.33  1.03
C  -0.73  5.10  2.01
C  0.64  4.93  2.10
C  0.93  4.01  1.09
N  -0.19  3.65  0.44
H  -2.41  5.08  -0.74
H  -3.24  5.25  1.10
H  -5.25  3.94  0.95
H  -6.31  1.74  -0.30
H  -4.14  0.63  -1.54
H  -1.39  5.74  2.57
H  1.32  5.41  2.77
H  1.88  3.59  0.80
F  7.84  -0.26  -0.44
C  7.46  0.77  -1.21
F  8.18  0.72  -2.34
F  7.81  1.89  -0.56
C  5.98  0.74  -1.48
C  5.12  0.68  -0.39
C  3.75  0.66  -0.60
C  3.24  0.67  -1.90
C  4.11  0.74  -2.98
C  5.48  0.78  -2.77
P  1.44  0.57  -2.08
C  1.08  -1.22  -2.14
C  -0.25  -1.60  -2.34
C  -0.62  -2.93  -2.32
C  0.35  -3.90  -2.08
C  1.67  -3.54  -1.88
C  2.03  -2.20  -1.90
C  -0.08  -5.34  -2.04
F  -0.82  -5.67  -3.10
F  0.97  -6.18  -2.00
F  -0.83  -5.58  -0.94
C  1.05  1.16  -3.75
C  1.14  0.35  -4.88
C  0.84  0.86  -6.13
C  0.43  2.18  -6.25
C  0.34  3.00  -5.14
C  0.64  2.48  -3.89
C  0.11  2.71  -7.63
F  -0.35  3.96  -7.60
F  -0.81  1.94  -8.23
F  1.20  2.70  -8.41
H  5.52  0.66  0.62
H  3.08  0.62  0.25
H  3.72  0.78  -3.99
H  6.16  0.83  -3.61
H  -1.00  -0.84  -2.58
H  -1.65  -3.22  -2.50
H  2.42  -4.30  -1.70
H  3.07  -1.92  -1.74
H  1.45  -0.69  -4.78
H  0.90  0.23  -7.01
H  0.02  4.03  -5.24
H  0.56  3.12  -3.01
C  0.54  -3.64  1.87
C  0.63  -2.36  2.70
C  0.78  -2.68  4.18
C  1.84  -1.57  2.20
Sb  -1.13  -1.16  2.22
C  -2.87  -2.47  2.37
C  -2.79  -3.41  3.58
C  -4.11  -1.58  2.49
C  -2.94  -3.27  1.07
C  -1.36  0.35  3.81
C  -0.01  1.05  3.96
C  -1.81  -0.23  5.15
C  -2.39  1.37  3.34
H  1.48  -4.20  1.97
H  0.40  -3.42  0.81
H  -0.26  -4.30  2.20
H  1.66  -3.31  4.33
H  -0.08  -3.24  4.56
H  0.90  -1.78  4.79
H  2.75  -2.15  2.38
H  1.96  -0.61  2.71
H  1.78  -1.38  1.12
H  -2.66  -2.88  4.52
H  -1.98  -4.14  3.48
H  -3.73  -3.98  3.65
H  -4.17  -1.10  3.46
H  -5.00  -2.21  2.38
H  -4.15  -0.82  1.71
H  -2.06  -3.89  0.91
H  -3.07  -2.61  0.21
H  -3.81  -3.93  1.11
H  0.78  0.38  4.29
H  -0.10  1.85  4.71
H  0.31  1.54  3.03
H  -1.10  -0.95  5.56
H  -2.78  -0.71  5.08
H  -1.91  0.59  5.88
H  -2.17  1.82  2.36
H  -2.41  2.21  4.04
H  -3.40  0.96  3.28

---

Short version: energy above the lowest of the compared OMol25 structures with the same formula, charge and spin = 6.6, 48.4, 53.7, 73.3, 7.9, 75.3, 25.6, 6.5 kcal per mole, in the order given.